No. 1
{"formula": "C43H104Cl6N6O18", "method": "ωB97M-V/def2-TZVPD", "total_energy_ev": -167205.539, "gap_ev": 8.545, "largest_force_ev_per_a": 2.1, "lumo_ev": 0.30, "elements": ["C", "C", "C", "O", "C", "N", "H", "H", "H", "H", "H", "H", "H", "H", "H", "H", "H", "C", "C", "C", "O", "C", "N", "H", "H", "H", "H", "H", "H", "H", "H", "H", "H", "H", "C", "C", "C", "O", "C", "N", "H", "H", "H", "H", "H", "H", "H", "H", "H", "H", "H", "C", "C", "C", "O", "C", "N", "H", "H", "H", "H", "H", "H", "H", "H", "H", "H", "H", "C", "C", "C", "O", "C", "N", "H", "H", "H", "H", "H", "H", "H", "H", "H", "H", "H", "C", "C", "C", "O", "C", "N", "H", "H", "H", "H", "H", "H", "H", "H", "H", "H", "H", "C", "C", "O", "C", "O", "O", "C", "H", "H", "H", "H", "H", "H", "H", "H", "C", "C", "O", "C", "O", "O", "C", "H", "H", "H", "H", "H", "H", "H", "H", "C", "C", "O", "C", "O", "O", "C", "H", "H", "H", "H", "H", "H", "H", "H", "C", "C", "O", "C", "O", "O", "C", "H", "H", "H", "H", "H", "H", "H", "H", "C", "Cl", "Cl", "H", "H", "C", "Cl", "Cl", "H", "H", "C", "Cl", "Cl", "H", "H"], "positions_angstrom": [[0.9320, -4.9218, 0.4931], [2.4669, -5.0114, 0.4508], [2.8716, -5.9975, -0.6188], [2.3569, -7.2708, -0.2419], [2.0920, -8.1182, -1.3351], [3.0390, -3.6732, 0.2714], [0.5338, -4.7892, -0.5215], [0.6246, -4.0179, 1.0251], [0.4287, -5.7617, 0.9620], [2.7113, -5.4420, 1.4260], [3.9653, -6.1204, -0.6877], [2.5387, -5.7351, -1.6320], [3.0362, -8.3528, -1.8505], [1.3420, -7.7132, -2.0188], [1.7452, -9.0851, -0.9694], [2.9273, -3.4353, -0.7171], [4.0542, -3.7382, 0.3408], [-3.0544, -4.6906, 2.6381], [-2.7411, -3.4484, 1.8167], [-3.8926, -3.0000, 0.9314], [-4.5864, -4.0621, 0.3162], [-3.7968, -4.7961, -0.5935], [-2.2798, -2.3978, 2.7395], [-3.7741, -4.3400, 3.3875], [-2.1786, -5.0659, 3.1602], [-3.6046, -5.4549, 2.0937], [-1.8871, -3.6533, 1.1478], [-3.5238, -2.3335, 0.1333], [-4.6293, -2.4074, 1.4771], [-3.3182, -4.1578, -1.3446], [-4.4657, -5.5033, -1.0811], [-3.0144, -5.3922, -0.1077], [-2.4594, -1.4605, 2.4065], [-1.2782, -2.4635, 2.8670], [-2.7151, 2.0679, -1.2878], [-4.1300, 2.2653, -1.7792], [-4.8596, 0.9150, -1.8402], [-4.6779, 0.2197, -3.0544], [-3.4503, -0.4475, -3.2493], [-4.8226, 3.1357, -0.8137], [-2.0561, 2.9382, -1.3831], [-2.1345, 1.3332, -1.8458], [-2.7988, 1.8236, -0.2275], [-4.1844, 2.7649, -2.7530], [-5.9342, 1.1083, -1.8179], [-4.5306, 0.2991, -0.9936], [-2.7542, 0.1431, -3.8546], [-3.6857, -1.3780, -3.7697], [-2.9416, -0.7257, -2.3192], [-4.3472, 4.0302, -0.7555], [-5.7596, 3.3600, -1.1327], [0.0959, -2.9906, 5.2992], [1.4363, -3.2753, 5.9740], [2.6173, -3.2505, 5.0384], [2.7933, -1.9532, 4.4918], [3.8310, -1.9189, 3.5550], [1.5845, -2.2801, 7.0836], [0.0697, -2.0163, 4.8208], [-0.6484, -3.0017, 6.0969], [-0.2254, -3.7917, 4.6287], [1.3834, -4.2902, 6.3777], [2.4596, -3.9722, 4.2178], [3.5650, -3.5600, 5.5060], [3.9711, -0.9121, 3.1630], [3.6461, -2.5766, 2.6944], [4.7760, -2.2445, 4.0166], [2.0968, -2.7200, 7.8425], [2.2215, -1.5779, 6.7127], [0.1150, -1.0255, -0.1678], [0.6912, -0.4267, 1.1168], [0.0320, 0.8984, 1.4515], [0.4573, 1.7763, 0.4486], [-0.0415, 3.0920, 0.6670], [0.6770, -1.4614, 2.1653], [-0.7816, -1.5993, 0.0849], [0.8516, -1.6422, -0.6871], [-0.1621, -0.2378, -0.8743], [1.7451, -0.1802, 0.9087], [0.3935, 1.2168, 2.4408], [-1.0650, 0.8265, 1.4120], [0.1329, 3.6494, -0.2496], [0.4769, 3.5416, 1.5154], [-1.1184, 3.0274, 0.8429], [1.2611, -2.2035, 1.7906], [1.1343, -1.0925, 2.9942], [6.5759, 5.4376, -1.3612], [5.8074, 4.7586, -0.2380], [5.5374, 3.2883, -0.5522], [4.5522, 3.0905, -1.5285], [3.2556, 3.4827, -1.0912], [6.6286, 4.7599, 1.0335], [6.1149, 5.2095, -2.3296], [7.6123, 5.1109, -1.4613], [6.5402, 6.5229, -1.2470], [4.8905, 5.2914, 0.0067], [5.3365, 2.7481, 0.3817], [6.4663, 2.8776, -0.9636], [2.4983, 2.9185, -1.6241], [3.1480, 4.5564, -1.3079], [3.1787, 3.3993, -0.0050], [7.5707, 4.5296, 0.7206], [6.7072, 5.7369, 1.3062], [-1.3389, 2.8751, 5.5926], [-2.4024, 2.2694, 4.6780], [-3.4851, 3.1891, 4.5035], [-3.3555, 4.0163, 3.4791], [-2.4094, 4.1044, 2.7410], [-4.4770, 4.7323, 3.3772], [-4.5239, 5.7022, 2.3525], [-0.9015, 3.7901, 5.2078], [-0.5475, 2.1169, 5.6727], [-1.7055, 2.9055, 6.6188], [-2.8091, 1.4027, 5.1901], [-1.9448, 2.0012, 3.7294], [-3.7334, 6.4474, 2.4466], [-5.4911, 6.1912, 2.4227], [-4.4413, 5.2400, 1.3662], [-1.6470, 8.2713, -4.3463], [-2.0911, 7.2093, -5.3374], [-1.1428, 6.1609, -5.3548], [-1.3196, 5.1537, -4.5083], [-2.2588, 4.9536, -3.7843], [-0.2268, 4.3886, -4.5935], [-0.1765, 3.2346, -3.7657], [-2.3117, 9.1342, -4.3490], [-0.6346, 8.5975, -4.5903], [-1.6104, 7.8475, -3.3415], [-2.1994, 7.6479, -6.3266], [-3.0941, 6.8907, -5.0477], [-1.1346, 2.7223, -3.7088], [0.1887, 3.5183, -2.7771], [0.5577, 2.5521, -4.1886], [0.0182, -3.7328, -3.2599], [-0.2172, -5.2286, -3.3842], [-1.5790, -5.4911, -3.0934], [-2.0618, -6.6506, -3.5389], [-1.4072, -7.5156, -4.0692], [-3.3624, -6.6773, -3.3095], [-4.0450, -7.8762, -3.6632], [1.0579, -3.4945, -3.0196], [-0.5517, -3.2741, -2.4480], [-0.2297, -3.1955, -4.1773], [0.4403, -5.7405, -2.6773], [0.0962, -5.5624, -4.3726], [-3.6876, -8.2360, -4.6259], [-5.1071, -7.6578, -3.6951], [-3.8838, -8.6527, -2.9139], [2.2463, -1.4208, -5.3297], [1.3426, -0.5790, -4.4436], [2.0429, 0.0704, -3.3881], [2.6375, -0.6249, -2.4380], [2.8405, -1.8197, -2.4047], [3.2136, 0.2383, -1.6065], [4.3075, -0.1796, -0.7996], [1.6461, -1.9485, -6.0738], [2.8552, -2.1167, -4.7599], [2.9110, -0.7847, -5.9194], [0.4805, -1.1466, -4.0909], [0.9502, 0.2359, -5.0507], [4.4756, -1.2458, -0.8973], [4.0607, 0.0809, 0.2337], [5.1435, 0.4717, -1.0504], [1.1122, 7.6653, 0.4636], [0.0025, 6.3213, 0.1243], [1.0005, 8.9445, -0.7306], [0.7936, 8.0615, 1.4195], [2.1143, 7.2619, 0.5340], [-5.3881, 1.0974, 1.9242], [-3.8091, 0.3065, 2.0103], [-6.5253, 0.3409, 3.0553], [-5.2829, 2.1628, 2.0826], [-5.8066, 0.8998, 0.9454], [3.6663, 3.1755, 3.7025], [3.0009, 4.2666, 2.5125], [2.3606, 2.2555, 4.5157], [4.3089, 2.4183, 3.2702], [4.1934, 3.7232, 4.4734]]}


No. 2
{"formula": "C51H59ClN4O4SSb2Si3Ti", "method": "ωB97M-V/def2-TZVPD", "total_energy_ev": -151168.184, "gap_ev": 7.290, "largest_force_ev_per_a": 1.8, "lumo_ev": -5.87, "total_charge": 2, "elements": ["Ti", "C", "Sb", "C", "C", "C", "C", "C", "C", "N", "Si", "C", "C", "C", "C", "C", "C", "C", "C", "C", "N", "Si", "C", "C", "C", "Si", "C", "C", "C", "H", "H", "H", "H", "H", "H", "H", "H", "H", "H", "H", "H", "H", "H", "H", "H", "H", "H", "H", "H", "H", "H", "H", "H", "H", "H", "H", "H", "H", "H", "H", "H", "H", "H", "H", "H", "H", "H", "O", "C", "O", "C", "C", "Cl", "N", "N", "C", "C", "O", "O", "C", "C", "C", "C", "C", "C", "H", "H", "H", "H", "H", "H", "S", "Sb", "C", "C", "C", "C", "C", "C", "C", "C", "C", "C", "C", "C", "C", "C", "C", "C", "C", "C", "H", "H", "H", "H", "H", "H", "H", "H", "H", "H", "H", "H", "H", "H", "H"], "positions_angstrom": [[1.5053, -0.1225, 0.6430], [0.3059, -0.4555, 5.3055], [-0.3861, 0.1288, 3.3543], [1.6870, 0.3363, 2.5869], [2.6801, -0.7739, 2.7382], [3.3970, -1.1546, 3.8653], [4.3694, -2.1279, 3.7318], [4.6202, -2.7068, 2.4880], [3.8817, -2.2868, 1.4083], [2.9346, -1.3488, 1.5442], [2.5197, 2.0566, 2.9563], [1.7363, 3.3901, 1.9259], [4.3196, 1.8445, 2.5653], [2.2376, 2.5476, 4.7273], [-1.2192, -1.8049, 2.5153], [-0.7670, -2.2590, 1.1575], [-1.4577, -3.2856, 0.4854], [-0.9325, -3.9112, -0.6192], [0.3022, -3.5064, -1.1282], [0.8978, -2.4494, -0.5070], [0.3831, -1.8302, 0.5811], [-0.7679, -3.3378, 3.6539], [-1.4413, -4.9715, 3.0498], [1.0839, -3.5614, 3.5840], [-1.4059, -3.1410, 5.3945], [-3.1291, -1.4066, 2.6119], [-3.5388, -0.8184, 4.3396], [-3.5926, -0.0443, 1.4269], [-4.2968, -2.8053, 2.2009], [1.0828, 0.2640, 5.5588], [0.7006, -1.4646, 5.3692], [-0.5098, -0.3390, 6.0176], [3.1991, -0.6771, 4.8152], [4.9458, -2.4365, 4.5950], [5.3870, -3.4571, 2.3619], [4.0450, -2.6842, 0.4151], [1.9094, 3.2518, 0.8598], [2.1748, 4.3488, 2.2220], [0.6588, 3.4447, 2.1013], [4.4808, 1.3613, 1.5985], [4.8348, 1.2598, 3.3303], [4.7999, 2.8260, 2.5245], [1.1724, 2.5821, 4.9720], [2.6358, 3.5566, 4.8690], [2.7381, 1.8973, 5.4500], [-2.3995, -3.6185, 0.8911], [-1.4675, -4.7338, -1.0783], [0.7650, -3.9876, -1.9762], [1.8379, -2.0574, -0.8972], [-0.9562, -5.3342, 2.1429], [-2.5203, -5.0010, 2.9068], [-1.2088, -5.6877, 3.8458], [1.4590, -3.4742, 2.5592], [1.3329, -4.5667, 3.9366], [1.6297, -2.8536, 4.2058], [-2.3399, -3.6990, 5.5024], [-1.5908, -2.1188, 5.7091], [-0.6850, -3.5800, 6.0915], [-2.7850, -0.1742, 4.8008], [-3.7386, -1.6416, 5.0274], [-4.4535, -0.2229, 4.2608], [-3.2444, -0.2349, 0.4097], [-3.2049, 0.9259, 1.7444], [-4.6855, 0.0194, 1.4031], [-4.1017, -3.7572, 2.6923], [-4.3810, -2.9698, 1.1238], [-5.2791, -2.4662, 2.5477], [5.6325, 1.6279, -3.3901], [4.6182, 1.6808, -4.2540], [4.6656, 2.3460, -5.2484], [3.3945, 0.8921, -3.9161], [2.4914, 0.4166, -4.8455], [2.5539, 0.4346, -6.5321], [1.4593, -0.1544, -4.1792], [1.6231, -0.0581, -2.8447], [2.7817, 0.5641, -2.6908], [3.3486, 0.6883, -1.3242], [4.5127, 0.4654, -1.1147], [2.5004, 1.0115, -0.3254], [0.4161, -0.9715, -4.7430], [-0.6134, -0.4105, -5.4761], [-1.5788, -1.2413, -6.0266], [-1.5046, -2.6152, -5.8437], [-0.4558, -3.1674, -5.1183], [0.5134, -2.3426, -4.5686], [5.4308, 1.0402, -2.6422], [-0.6582, 0.6577, -5.6393], [-2.3836, -0.8124, -6.6089], [-2.2552, -3.2589, -6.2837], [-0.3789, -4.2412, -5.0044], [1.3653, -2.7523, -4.0389], [-0.4635, 1.1853, 0.3076], [-1.0372, 2.1103, -1.7450], [-2.2738, 0.6809, -2.6506], [-1.9916, -0.6708, -2.4800], [-2.9090, -1.6066, -2.9322], [-4.0889, -1.1941, -3.5409], [-4.3592, 0.1577, -3.7046], [-3.4506, 1.1085, -3.2562], [0.5344, 3.1262, -2.6625], [1.1883, 4.0144, -1.8110], [2.1983, 4.8125, -2.3300], [2.5245, 4.7363, -3.6795], [1.8440, 3.8676, -4.5205], [0.8423, 3.0507, -4.0124], [-2.3009, 3.6812, -1.1795], [-2.6966, 4.5845, -2.1663], [-3.5491, 5.6275, -1.8379], [-3.9935, 5.7716, -0.5291], [-3.5844, 4.8811, 0.4534], [-2.7361, 3.8288, 0.1320], [-1.0705, -0.9897, -2.0037], [-2.7025, -2.6635, -2.8155], [-4.8020, -1.9310, -3.8883], [-5.2814, 0.4778, -4.1721], [-3.6809, 2.1607, -3.3662], [0.9247, 4.0889, -0.7624], [2.7236, 5.5011, -1.6808], [3.3121, 5.3611, -4.0800], [2.1029, 3.8104, -5.5695], [0.3171, 2.3737, -4.6717], [-2.3294, 4.5003, -3.1847], [-3.8582, 6.3321, -2.5990], [-4.6553, 6.5886, -0.2742], [-3.9240, 5.0057, 1.4738], [-2.4174, 3.1369, 0.9022]]}


No. 3
{"formula": "C17H55O14P2SSi2", "method": "ωB97M-V/def2-TZVPD", "total_energy_ev": -92349.366, "gap_ev": 6.701, "largest_force_ev_per_a": 7.3, "lumo_ev": 1.94, "total_charge": -1, "elements": ["C", "C", "S", "C", "Si", "O", "Si", "C", "C", "C", "C", "P", "C", "O", "P", "O", "O", "C", "O", "O", "H", "H", "H", "H", "H", "H", "H", "H", "H", "H", "H", "H", "H", "H", "H", "H", "H", "H", "H", "H", "H", "H", "H", "C", "O", "H", "H", "H", "H", "C", "O", "H", "H", "H", "H", "C", "O", "H", "H", "H", "H", "C", "O", "H", "H", "H", "H", "C", "O", "H", "H", "H", "H", "C", "O", "H", "H", "H", "H", "C", "O", "H", "H", "H", "H", "C", "O", "H", "H", "H", "H"], "positions_angstrom": [[-1.4667, 4.9656, -5.5404], [-0.5492, 4.5854, -4.2336], [0.2660, 2.8678, -4.3549], [1.2959, 2.7683, -2.7818], [1.4804, 0.9980, -2.0499], [0.9463, 0.8149, -0.3863], [-0.7667, 1.1915, -0.1927], [-0.8207, 3.0472, 0.4499], [-2.0537, 3.9164, -0.1945], [-0.6908, 3.1249, 2.0815], [-2.1000, 2.9916, 2.9050], [-1.7651, 0.9037, -2.1272], [-1.7158, -1.0200, -2.4320], [-3.4870, 1.2501, -2.0498], [-1.8145, -0.0977, 1.2625], [-3.1003, -1.0127, 0.5268], [-0.7190, -1.0847, 2.1882], [3.3962, 0.5682, -2.0606], [4.2214, 1.5764, -1.7388], [3.9465, -0.7462, -2.4326], [-1.4695, 6.1543, -5.6478], [-1.0490, 4.5376, -6.5467], [-2.5972, 4.6205, -5.3929], [-1.2622, 4.6204, -3.2769], [0.2995, 5.3948, -4.0303], [2.3848, 3.1404, -3.0840], [0.8704, 3.5758, -2.0498], [0.8617, 0.0048, -2.9640], [0.1815, 3.5305, 0.0170], [-2.4245, 4.6715, 0.6510], [-1.6085, 4.5897, -1.0488], [-2.9955, 3.2937, -0.5019], [0.0259, 2.2410, 2.4425], [-0.0833, 4.1186, 2.3247], [-3.0408, 3.4326, 2.3675], [-1.9646, 3.6341, 3.9021], [-2.3330, 1.8888, 3.2948], [-0.8204, -1.5276, -1.8366], [-1.6886, -1.2847, -3.5899], [-2.7166, -1.4672, -2.0201], [-3.8414, 0.9746, -2.9671], [-3.9577, -0.5004, 0.6736], [-0.9183, -0.9062, 3.1708], [4.1147, 4.3591, -0.7779], [4.1317, 5.6522, -1.3540], [3.1563, 4.2064, -0.2759], [4.2363, 3.6081, -1.5623], [4.9235, 4.2736, -0.0482], [4.9933, 5.7588, -1.7918], [5.3812, -2.0944, 1.0540], [4.0138, -1.7898, 0.8491], [5.4855, -2.6474, 1.9905], [5.7463, -2.7093, 0.2278], [5.9568, -1.1676, 1.1147], [3.9526, -1.2996, 0.0117], [-2.4527, -4.2070, 2.7553], [-3.6592, -3.4955, 2.9612], [-2.3103, -4.9107, 3.5788], [-2.5100, -4.7584, 1.8136], [-1.6150, -3.5059, 2.7290], [-3.7586, -2.8794, 2.2156], [-2.3745, 1.3421, -5.9839], [-2.8479, 0.1838, -5.3218], [-1.2844, 1.3700, -5.9155], [-2.6707, 1.3086, -7.0352], [-2.7903, 2.2322, -5.5053], [-3.8171, 0.1864, -5.3990], [-1.8839, 3.9750, 7.2219], [-1.8362, 3.0386, 6.1611], [-1.6717, 4.9711, 6.8263], [-2.8803, 3.9683, 7.6705], [-1.1330, 3.7157, 7.9722], [-2.0282, 2.1650, 6.5422], [4.5679, -5.3119, 3.7039], [3.3614, -4.6004, 3.9098], [4.7103, -6.0156, 4.5274], [4.5106, -5.8633, 2.7622], [5.4056, -4.6108, 3.6776], [3.2620, -3.9844, 3.1642], [1.8445, -6.9028, 1.6213], [2.3891, -7.9741, 2.3697], [1.7648, -7.2051, 0.5745], [0.8507, -6.6579, 2.0041], [2.5008, -6.0326, 1.6981], [2.4478, -7.6766, 3.2935], [-2.5176, -6.2215, -1.4413], [-2.0159, -6.3132, -0.1205], [-2.4691, -5.1802, -1.7682], [-1.9091, -6.8387, -2.1068], [-3.5564, -6.5597, -1.4618], [-2.0714, -7.2477, 0.1421]]}


| no. | E_HOMO (eV) |
| --- | --- |
| 1 | -8.24 |
| 2 | -13.16 |
| 3 | -4.76 |